No. 1
Entry from the Open Molecules 2025 dataset: C37H35N6O5RuS as an isolated structure in a non-equilibrium geometry (wB97M-V/def2-TZVPD).

Spin multiplicity: 2
Lowest unoccupied orbital energy (alpha / beta) (eV): -0.811 / -1.100
Highest occupied orbital energy (alpha / beta) (eV): -7.48 / -7.44

Last column: Mulliken spin population.
Positions of all 85 atoms, in Å:
Ru  -0.160  0.599  0.614  0.901
C  2.040  -1.349  -6.019  0.000
C  2.226  -1.388  -4.523  0.000
C  1.161  -1.700  -3.682  -0.001
C  1.327  -1.763  -2.310  -0.004
C  2.580  -1.513  -1.765  -0.001
C  3.659  -1.203  -2.581  0.001
C  3.473  -1.140  -3.956  0.000
S  2.832  -1.680  -0.025  0.010
O  4.262  -1.599  0.199  0.006
O  2.176  -2.894  0.377  0.001
N  2.081  -0.376  0.530  0.027
C  2.456  0.283  1.625  -0.007
C  3.612  0.106  2.437  0.002
C  3.789  0.909  3.525  0.002
C  2.835  1.884  3.853  0.000
C  1.739  1.991  3.045  0.006
N  1.534  1.235  1.951  -0.011
H  1.025  -1.051  -6.285  0.000
H  2.215  -2.337  -6.453  0.000
H  2.741  -0.657  -6.486  0.000
H  0.183  -1.893  -4.112  0.000
H  0.504  -2.020  -1.656  0.002
H  4.628  -1.030  -2.130  0.001
H  4.316  -0.912  -4.601  0.000
H  4.322  -0.660  2.175  0.000
H  4.676  0.791  4.136  0.000
H  2.948  2.530  4.712  0.000
H  0.989  2.734  3.263  -0.001
C  -0.839  -6.225  1.430  0.000
O  -1.963  -5.870  0.632  0.001
C  -2.054  -4.585  0.241  0.002
C  -3.165  -4.289  -0.602  -0.002
C  -3.350  -3.017  -1.028  0.005
C  -2.457  -1.961  -0.675  0.002
C  -2.645  -0.617  -1.087  -0.010
C  -3.839  -0.200  -1.911  0.001
O  -1.869  0.338  -0.820  -0.029
C  -1.316  -2.287  0.119  -0.001
O  -0.412  -1.439  0.374  0.087
C  -1.161  -3.614  0.599  0.006
H  -0.904  -7.298  1.580  0.000
H  -0.870  -5.718  2.395  0.000
H  0.096  -5.980  0.923  0.000
H  -3.835  -5.088  -0.889  0.000
H  -4.200  -2.824  -1.669  0.000
H  -4.570  -0.982  -2.076  0.000
H  -3.484  0.163  -2.878  0.000
H  -4.322  0.637  -1.405  0.000
H  -0.275  -3.806  1.186  0.002
C  2.902  2.882  -0.397  0.002
C  1.950  2.386  -1.427  0.005
N  0.863  1.661  -1.256  -0.020
C  0.300  1.501  -2.516  0.002
C  1.055  2.134  -3.444  0.002
N  2.100  2.689  -2.738  0.001
H  2.409  2.935  0.566  -0.002
H  3.269  3.873  -0.667  0.000
H  3.757  2.209  -0.300  0.000
H  -0.610  0.942  -2.645  0.001
H  0.956  2.233  -4.511  0.000
H  2.861  3.218  -3.127  0.000
C  -2.813  -0.209  4.586  0.007
C  -3.423  0.113  3.382  -0.005
C  -2.655  0.307  2.237  -0.042
C  -1.264  0.178  2.268  0.001
C  -0.668  -0.196  3.478  0.009
C  -1.434  -0.373  4.627  -0.005
H  -3.408  -0.342  5.483  0.000
H  -4.502  0.213  3.330  0.000
H  -3.151  0.568  1.308  -0.002
H  0.398  -0.369  3.529  0.001
H  -0.948  -0.643  5.558  0.000
N  -3.291  7.364  1.280  0.008
C  -2.841  6.312  1.208  -0.005
C  -2.253  4.987  1.102  0.016
C  -1.699  4.370  2.207  -0.014
C  -1.089  3.138  2.043  0.040
N  -1.004  2.528  0.866  -0.035
C  -1.597  3.093  -0.185  0.049
C  -2.227  4.326  -0.110  -0.011
H  -1.745  4.835  3.181  -0.001
H  -0.673  2.608  2.881  0.002
H  -1.569  2.537  -1.107  -0.001
H  -2.688  4.758  -0.987  -0.001

=====

No. 2
Entry from the Open Molecules 2025 dataset: C32H27BrIN5O10SV as an isolated structure in a non-equilibrium geometry (wB97M-V/def2-TZVPD).

Spin multiplicity: 4
Net charge: -2
Energy relative to the best compared isomer or geometry (same formula, charge and spin) (kcal/mol): 22.0
Lowest unoccupied orbital energy (alpha / beta) (eV): 3.545 / 3.545
Highest occupied orbital energy (alpha / beta) (eV): -0.67 / -2.39

Last column: Mulliken spin population.
Positions of all 78 atoms, in Å:
V  -0.394  -2.340  2.535  2.876
C  1.730  -5.753  0.189  0.000
C  2.182  -4.400  -0.021  0.004
N  2.713  -4.079  -1.170  0.001
C  3.134  -2.835  -1.368  0.002
C  3.166  -1.859  -0.380  0.014
C  3.359  -0.493  -1.001  0.002
O  2.336  -0.298  -2.022  0.000
C  2.438  -2.074  0.822  0.100
C  2.395  -1.088  1.868  -0.085
N  1.442  -1.037  2.747  -0.027
C  1.471  0.137  3.498  0.002
C  2.654  0.751  3.944  -0.005
C  2.655  1.667  4.946  0.003
C  1.423  2.204  5.358  -0.001
C  0.241  1.869  4.700  -0.001
C  0.220  0.766  3.789  0.003
I  -0.374  -2.511  5.169  0.030
C  1.846  -3.346  0.986  -0.034
O  1.023  -3.540  1.993  0.015
H  1.406  -5.943  1.242  0.001
H  2.618  -6.409  -0.041  0.000
H  0.843  -6.019  -0.506  0.000
H  3.444  -2.552  -2.365  0.002
H  4.285  -0.521  -1.541  0.000
H  3.335  0.273  -0.165  0.000
H  1.598  0.259  -1.777  0.000
H  3.089  -0.253  1.804  0.000
H  3.541  0.123  3.846  0.001
H  3.659  2.042  5.309  0.000
H  1.476  2.897  6.206  0.000
H  -0.733  2.398  4.936  0.000
C  -1.115  -2.338  -3.337  0.000
O  -0.860  -1.103  -2.661  -0.002
C  -0.817  0.006  -3.420  0.000
C  -0.939  0.024  -4.839  0.000
C  -1.181  1.252  -5.457  0.000
Br  -1.585  1.280  -7.304  0.000
C  -1.197  2.454  -4.757  0.000
C  -0.917  2.430  -3.352  0.000
C  -0.670  1.233  -2.661  0.000
O  0.040  1.031  -1.577  0.000
C  -0.883  3.734  -2.655  0.000
N  -0.813  4.886  -3.334  0.000
C  -0.634  5.888  -2.411  0.000
C  -0.318  7.203  -2.582  0.000
C  0.034  7.967  -1.460  0.000
C  0.102  7.400  -0.191  0.000
C  -0.270  6.040  -0.025  0.000
C  -0.682  5.327  -1.130  0.000
N  -0.920  3.951  -1.286  0.000
H  -2.192  -2.434  -3.556  0.000
H  -0.914  -3.187  -2.649  0.000
H  -0.591  -2.497  -4.261  0.000
H  -0.859  -0.887  -5.424  0.000
H  -1.466  3.364  -5.184  0.000
H  -0.247  1.447  -0.727  -0.001
H  -0.257  7.625  -3.591  0.000
H  0.344  9.024  -1.593  0.000
H  0.351  8.083  0.683  0.000
H  -0.264  5.616  0.979  0.000
H  -1.141  3.393  -0.503  0.000
O  -0.889  1.459  0.901  0.000
S  -1.577  0.283  1.512  0.014
O  -3.052  0.437  1.682  0.000
O  -0.920  -1.013  1.048  0.073
O  -0.946  0.287  3.214  0.000
O  -2.899  -2.476  -0.045  0.008
C  -2.893  -3.301  0.843  0.029
C  -4.010  -4.313  1.026  0.002
C  -3.650  -4.984  2.284  -0.004
C  -2.147  -4.606  2.519  0.026
O  -1.364  -5.197  3.219  0.008
N  -1.980  -3.425  1.885  -0.056
H  -3.938  -4.964  0.143  0.001
H  -4.997  -3.831  1.046  0.001
H  -3.852  -6.060  2.336  -0.001
H  -4.243  -4.540  3.123  0.001

=====

No. 3
Entry from the Open Molecules 2025 dataset: a 4-piece molecular cluster, C9H29N4O4 overall in a non-equilibrium geometry (wB97M-V/def2-TZVPD).

Net charge: +1
Energy relative to the best compared isomer or geometry (same formula, charge and spin) (kcal/mol): 42.6
Lowest unoccupied orbital energy (eV): -2.353
Highest occupied orbital energy (eV): -12.29

Last column: Mulliken charge in e.
Positions of all 46 atoms, in Å:
O  1.033  0.239  0.357  -0.204
H  0.960  0.766  -0.443  0.708
H  0.417  -0.472  0.166  0.226
H  0.638  0.690  1.107  0.578
C  0.186  1.668  -3.193  0.677
O  0.733  1.472  -2.069  -0.805
N  0.157  0.717  -4.080  -0.417
N  -0.454  2.782  -3.434  -0.381
H  0.464  -0.195  -3.775  0.238
H  -0.453  0.759  -4.884  0.194
H  -1.165  2.721  -4.150  0.174
H  -0.412  3.589  -2.828  0.239
C  -2.716  2.767  0.436  -1.783
C  -1.468  2.029  0.815  0.498
C  -0.752  2.719  2.041  -0.684
O  0.368  1.957  2.350  -0.444
C  0.887  2.206  3.650  -0.937
N  -1.752  0.675  1.044  -0.422
H  -2.681  3.835  0.223  0.399
H  -3.436  2.660  1.248  0.447
H  -3.244  2.260  -0.372  0.420
H  -0.885  2.194  -0.091  -0.095
H  -1.402  2.655  2.914  0.460
H  -0.551  3.775  1.859  0.366
H  1.952  1.985  3.584  0.312
H  0.496  1.496  4.379  0.341
H  0.926  3.211  4.070  0.364
H  -2.357  0.792  1.844  0.340
H  -2.400  0.309  0.361  0.264
C  -0.859  -3.896  -0.501  -1.561
C  0.031  -2.750  -0.060  0.598
C  1.417  -3.324  -0.047  -0.989
O  2.439  -2.416  0.407  -0.184
C  3.695  -2.907  0.609  -0.837
N  -0.260  -1.643  -0.888  -0.639
H  -0.451  -4.872  -0.239  0.366
H  -0.958  -4.000  -1.581  0.408
H  -1.920  -3.885  -0.252  0.408
H  -0.236  -2.420  0.943  0.218
H  1.680  -3.580  -1.073  0.398
H  1.373  -4.301  0.433  0.445
H  3.718  -3.923  1.004  0.335
H  4.213  -2.236  1.294  0.234
H  4.262  -2.918  -0.321  0.323
H  -1.247  -1.459  -0.997  0.211
H  0.016  -1.730  -1.856  0.192

=====

No. 4
Entry from the Open Molecules 2025 dataset: an isolated ion of composition C7H12N3O3 and charge +1 in a non-equilibrium geometry (wB97M-V/def2-TZVPD).

SMILES: CC(C)[N+]1=C(N)O[C@]2(CO2)NC1=O
Net charge: +1
Energy relative to the best compared isomer or geometry (same formula, charge and spin) (kcal/mol): 67.5
Lowest unoccupied orbital energy (eV): -3.188
Highest occupied orbital energy (eV): -14.25

Last column: Mulliken charge in e.
Positions of all 25 atoms, in Å:
C  2.260  0.401  -0.847  -1.402
C  1.303  0.094  0.293  0.301
C  1.676  -1.149  1.057  -1.643
N  -0.098  0.044  -0.118  0.265
C  -0.714  1.175  -0.602  0.538
N  -0.095  2.295  -0.916  -0.217
O  -1.996  1.100  -0.574  -0.361
C  -2.398  -0.036  0.100  0.822
C  -2.072  -0.125  1.554  -0.655
O  -3.368  -0.095  0.972  -0.440
N  -1.989  -1.240  -0.621  -0.192
C  -0.658  -1.245  -0.839  0.113
O  0.041  -1.840  -1.555  -0.401
H  3.278  0.050  -0.784  0.370
H  1.843  -0.137  -1.761  0.315
H  2.292  1.446  -1.143  0.415
H  1.405  1.001  0.853  0.445
H  0.959  -1.522  1.692  0.458
H  2.645  -1.109  1.603  0.383
H  1.775  -1.967  0.333  0.433
H  0.890  2.325  -1.137  0.099
H  -0.677  3.097  -1.332  0.351
H  -1.841  0.562  2.337  0.377
H  -1.840  -1.123  1.872  0.277
H  -2.620  -2.001  -0.436  0.352

=====

No. 5
Entry from the Open Molecules 2025 dataset: C17H24N3Pd as an isolated structure in a non-equilibrium geometry (wB97M-V/def2-TZVPD).

Net charge: +3
Energy relative to the best compared isomer or geometry (same formula, charge and spin) (kcal/mol): 0.0
Lowest unoccupied orbital energy (eV): -13.448
Highest occupied orbital energy (eV): -18.91

Last column: Mulliken charge in e.
Positions of all 45 atoms, in Å:
Pd  -0.330  0.034  0.278  -0.183
C  -2.319  -3.148  -1.862  -0.926
C  -1.262  -3.812  -2.476  -0.421
C  0.034  -3.324  -2.343  -0.841
C  0.241  -2.184  -1.600  1.113
N  -0.790  -1.549  -0.996  0.294
C  -2.047  -2.013  -1.131  -0.093
C  1.514  -1.508  -1.373  -0.394
C  2.789  -1.901  -1.781  -0.369
C  3.906  -1.116  -1.509  -0.947
C  3.791  0.082  -0.820  -0.989
C  2.534  0.539  -0.380  -0.094
C  1.529  -0.327  -0.651  1.768
H  -3.335  -3.505  -1.951  0.459
H  -1.447  -4.704  -3.062  0.493
H  0.864  -3.826  -2.819  0.466
H  -2.832  -1.461  -0.629  0.468
H  2.899  -2.835  -2.320  0.458
H  4.876  -1.445  -1.858  0.460
H  4.651  0.706  -0.616  0.474
H  2.462  1.491  0.123  0.416
C  -1.214  -0.279  2.827  -0.872
N  -0.230  0.674  2.227  0.315
C  1.111  0.447  2.835  -1.000
C  -0.644  2.078  2.353  -0.892
C  -1.657  2.364  1.256  -0.636
N  -1.082  1.887  -0.067  0.307
C  -0.016  2.797  -0.578  -1.146
C  -2.148  1.734  -1.098  -0.868
H  -1.252  -0.104  3.905  0.439
H  -0.882  -1.305  2.664  0.358
H  -2.211  -0.125  2.416  0.378
H  1.052  0.639  3.909  0.404
H  1.836  1.124  2.392  0.387
H  1.413  -0.590  2.688  0.327
H  0.246  2.697  2.252  0.479
H  -1.046  2.255  3.353  0.387
H  -1.855  3.435  1.177  0.390
H  -2.608  1.856  1.410  0.451
H  -0.478  3.774  -0.734  0.397
H  0.373  2.411  -1.516  0.445
H  0.786  2.895  0.147  0.264
H  -2.574  2.719  -1.309  0.418
H  -2.936  1.086  -0.721  0.321
H  -1.711  1.338  -2.013  0.335

=====

No. 6
Entry from the Open Molecules 2025 dataset: CaIO4P as an isolated structure in a non-equilibrium geometry (wB97M-V/def2-TZVPD).

Net charge: -2
Energy relative to the best compared isomer or geometry (same formula, charge and spin) (kcal/mol): 42.2
Lowest unoccupied orbital energy (eV): 4.015
Highest occupied orbital energy (eV): 1.30

Last column: Mulliken charge in e.
Positions of all 7 atoms, in Å:
Ca  0.512  -1.069  1.688  1.168
I  1.262  -2.725  4.069  -0.594
P  -0.378  0.779  -1.186  0.724
O  -1.452  -0.119  -1.836  -0.826
O  -0.644  2.285  -1.319  -0.854
O  0.995  0.342  -1.804  -0.844
O  -0.295  0.507  0.389  -0.774